C38H35N3O | ωB97M-V with the def2-TZVPD basis set

Geometry as XYZ:
```
77
Properties=species:S:1:pos:R:3:mulliken_charge:R:1
C 4.055 -2.428 -2.200 -0.82
C 5.149 -1.391 -2.436 -0.70
N 4.714 -0.071 -2.089 0.01
C 5.608 1.049 -1.880 -0.73
C 4.670 2.205 -1.455 -0.84
C 3.311 1.607 -1.480 0.35
C 2.069 2.077 -1.152 -0.70
C 0.933 1.192 -1.184 0.58
C -0.287 1.676 -0.669 -0.48
C -1.555 1.083 -0.830 0.82
C -2.659 1.945 -1.105 -0.62
C -3.858 1.388 -1.455 0.42
C -3.994 -0.016 -1.377 0.21
N -5.245 -0.396 -1.698 -0.03
C -5.705 -1.756 -1.599 -0.65
C -4.538 -2.737 -1.678 -0.91
C -3.327 -2.349 -0.818 -0.88
C -2.982 -0.900 -0.966 -0.53
C -1.757 -0.322 -0.688 -0.99
C -6.106 0.736 -1.982 -0.81
C -5.150 1.960 -1.919 -0.84
C 1.098 -0.126 -1.736 -0.31
C 2.347 -0.611 -2.091 -0.72
C 3.424 0.266 -1.898 0.55
C 2.672 -1.961 -2.653 -1.09
H 4.318 -3.356 -2.707 0.40
H 3.994 -2.651 -1.131 0.33
H 6.035 -1.634 -1.838 0.40
H 5.483 -1.413 -3.486 0.32
H 6.346 0.807 -1.101 0.36
H 6.171 1.283 -2.796 0.32
H 4.932 2.585 -0.461 0.28
H 4.742 3.032 -2.165 0.30
H 1.929 3.111 -0.837 0.42
H -0.277 2.725 -0.361 0.65
H -2.526 3.026 -1.071 0.42
H -6.254 -1.898 -0.651 0.32
H -6.418 -1.926 -2.417 0.39
H -4.892 -3.723 -1.377 0.39
H -4.197 -2.806 -2.716 0.34
H -3.510 -2.558 0.249 0.31
H -2.453 -2.957 -1.092 0.41
H -0.935 -0.953 -0.343 1.07
H -6.574 0.625 -2.973 0.36
H -6.912 0.818 -1.233 0.36
H -5.532 2.733 -1.242 0.32
H -5.051 2.403 -2.919 0.28
H 0.229 -0.761 -1.912 0.94
H 2.662 -1.895 -3.750 0.31
H 1.898 -2.679 -2.365 0.44
C 2.160 3.068 2.251 -0.72
C 2.282 1.679 2.142 -1.13
C 1.153 0.880 2.051 0.43
C -0.131 1.475 2.199 0.56
C -1.297 0.674 2.267 1.14
C -1.288 -0.772 2.570 -0.02
O -2.143 -1.525 2.084 -0.73
C -0.238 -1.351 3.497 0.15
C 0.549 -0.564 4.353 -0.02
C 1.726 -1.072 4.905 -0.65
C 2.060 -2.418 4.709 -0.44
C 1.151 -3.268 4.066 -0.50
C -0.001 -2.740 3.482 -0.69
C -2.572 1.237 2.080 -0.35
N -3.624 1.738 1.916 -0.83
C -0.242 2.890 2.184 -0.69
C 0.903 3.671 2.215 -0.76
H 3.056 3.682 2.358 0.40
H 3.266 1.211 2.137 0.50
H 1.224 -0.199 1.864 0.57
H 0.291 0.482 4.530 0.54
H 2.390 -0.411 5.469 0.39
H 3.016 -2.804 5.064 0.39
H 1.343 -4.341 4.012 0.37
H -0.703 -3.379 2.949 0.42
H -1.238 3.342 2.154 0.50
H 0.805 4.756 2.227 0.39
```

- LUMO level (eV) = -1.1
- HOMO-LUMO gap (Ha) = 0.172
- molecular weight (g mol⁻¹) = 549.7
- max |F| (eV/A) = 2.108